Record 1
Here is 3 unconnected molecules or ions with the total composition C18H36F5N2O10PS at a distorted geometry from the OMol25 dataset. Energies are from ωB97M-V with the def2-TZVPD basis set.

## Properties
SMILES = C[C@@H](O)CNCCOO[P@@](=O)(OCCCCCN)OS(=O)(=O)C(F)(F)C(F)(F)F.CC(C)=O.CC(C)=O
orbital gap = 7.246 eV
net charge = 0
E_HOMO = -9.080 eV

Structure (XYZ):
```
73
Properties=species:S:1:pos:R:3:forces:R:3
C -0.991 1.715 -0.086 -0.111 -1.190 -0.660
C -1.807 2.292 -1.393 -0.422 -0.338 0.557
O -1.973 3.766 -1.253 0.039 -1.232 0.540
C -1.078 1.875 -2.813 -0.494 1.533 -0.120
N -1.203 0.375 -3.095 0.447 1.340 -1.122
C -0.179 0.036 -4.161 0.607 -0.845 -1.197
C 0.466 -1.474 -4.032 -0.922 0.608 -0.935
O 1.548 -1.507 -2.996 -2.115 3.442 -2.658
O 1.700 -2.811 -2.784 1.090 -4.582 4.235
P 1.269 -2.953 -1.066 -6.598 3.824 -0.146
O 0.162 -1.802 -0.840 4.741 -4.743 -0.379
O 0.534 -4.486 -0.687 2.236 2.869 -1.643
C -0.483 -4.882 -1.673 -1.730 -1.789 -1.630
C -2.035 -4.770 -1.158 -0.591 -0.693 -0.304
C -3.036 -3.965 -2.223 -0.318 1.068 0.736
C -3.456 -2.472 -1.639 -0.559 -0.498 -0.460
C -4.260 -2.589 -0.207 -0.315 0.066 0.228
N -3.842 -1.497 0.790 0.725 -0.515 -1.504
O 2.761 -2.631 -0.196 -2.215 -0.537 1.259
S 2.520 -2.630 1.491 -2.724 -7.830 4.145
O 3.228 -3.924 2.050 -1.957 5.900 -2.700
O 1.042 -2.640 1.946 5.579 1.439 -2.370
C 3.522 -1.168 2.172 3.888 1.418 1.127
F 3.398 -0.991 3.638 -0.023 -0.754 -5.397
F 4.964 -1.531 1.907 -4.765 1.097 0.983
C 3.272 0.235 1.309 0.464 3.179 -2.048
F 2.000 0.190 0.506 4.567 0.192 3.394
F 4.364 0.441 0.287 -3.926 -0.952 3.708
F 3.348 1.445 2.197 -0.675 -4.526 -3.200
H -0.207 2.461 0.369 -1.698 -1.207 -1.074
H -0.405 0.736 -0.424 -1.304 1.980 0.773
H -1.773 1.386 0.724 1.611 0.747 -1.401
H -2.899 1.845 -1.435 2.151 0.557 0.204
H -2.304 3.994 -0.334 0.624 -0.878 -1.621
H 0.030 2.252 -2.747 -1.990 -1.066 -0.144
H -1.571 2.409 -3.761 0.989 -0.486 2.320
H -2.140 0.288 -3.589 1.586 0.007 1.075
H -0.745 0.069 -5.196 1.498 -0.185 1.714
H 0.728 0.784 -4.220 -1.951 -1.335 0.301
H 1.007 -1.820 -5.037 -1.371 0.846 2.041
H -0.421 -2.224 -3.775 2.107 1.506 -0.204
H -0.291 -6.038 -1.899 -0.107 2.624 0.581
H -0.415 -4.337 -2.706 0.239 -0.745 2.118
H -2.488 -5.870 -1.097 1.225 2.286 0.025
H -2.071 -4.334 -0.072 0.087 -0.614 -2.196
H -2.536 -3.785 -3.271 -0.840 -0.645 1.973
H -4.068 -4.539 -2.383 2.433 0.989 0.342
H -2.517 -1.746 -1.543 -1.950 -1.663 -0.159
H -4.229 -2.034 -2.434 1.787 -0.687 1.639
H -5.423 -2.443 -0.369 2.395 -0.365 0.157
H -4.137 -3.642 0.313 -0.110 2.124 -1.145
H -2.889 -1.731 1.201 -1.492 0.529 -1.027
H -3.745 -0.634 0.180 0.169 -1.262 1.296
C 3.101 -1.447 9.076 -0.248 0.224 0.370
C 3.005 -0.359 8.041 -0.808 1.490 0.340
C 3.639 -0.618 6.701 -0.117 0.431 -0.202
O 2.430 0.702 8.281 0.765 -1.403 -0.321
H 2.599 -1.121 9.994 0.110 -0.048 -0.230
H 2.608 -2.352 8.711 0.229 -0.045 -0.006
H 4.150 -1.651 9.305 -0.076 -0.184 -0.122
H 3.171 -1.486 6.230 0.211 -0.077 0.079
H 4.712 -0.785 6.824 -0.087 -0.210 -0.057
H 3.492 0.254 6.055 0.017 -0.178 0.185
C 0.356 6.741 -1.487 0.009 -0.521 -0.107
C -0.596 7.226 -2.548 -0.834 -1.216 -1.103
C -0.831 8.710 -2.644 -0.340 0.021 -0.368
O -1.160 6.440 -3.307 0.816 1.139 0.968
H 0.428 5.649 -1.536 -0.097 0.241 -0.003
H 1.349 7.165 -1.658 -0.078 0.134 0.189
H -0.014 7.024 -0.499 0.181 0.131 -0.035
H 0.109 9.221 -2.866 -0.047 0.054 0.220
H -1.253 9.080 -1.707 0.216 0.086 -0.006
H -1.540 8.913 -3.453 0.163 -0.078 0.184
```
Positions in Å, forces in eV/Å.

Record 2
Here is a molecular structure, C18H36FeGeNO8 from the OMol25 dataset. Energies are from ωB97M-V with the def2-TZVPD basis set.

## Properties
2S+1 = 6
ΔE to the lowest compared entry with this formula, charge and spin = 0.00 kcal per mole
orbital gap (spin up / spin down) = 9.206 / 7.529 eV
net charge = 0
E_HOMO (spin up / spin down) = -8.843 / -8.795 eV

Structure (XYZ):
```
65
Properties=species:S:1:pos:R:3:forces:R:3
Fe -0.978 -0.690 0.746 -0.282 -0.076 -0.110
O 1.144 -0.897 0.967 -0.072 -0.156 -0.145
C 1.715 -2.193 1.054 -0.004 0.086 0.038
C 0.941 -3.117 0.141 0.057 0.007 0.023
N -0.485 -2.922 0.417 -0.008 -0.170 -0.043
C -0.908 -3.524 1.703 0.008 -0.075 -0.142
C -0.999 -2.535 2.858 -0.056 0.228 0.219
O -0.834 -2.916 3.992 0.007 -0.007 -0.020
O -1.315 -1.307 2.519 0.205 -0.200 -0.050
C -1.346 -3.389 -0.670 -0.017 0.025 -0.031
C -2.692 -2.679 -0.542 0.039 0.049 -0.068
O -3.710 -3.183 -0.958 -0.015 0.034 -0.006
O -2.580 -1.495 -0.016 -0.162 -0.006 0.207
H 1.466 -0.312 0.193 0.084 0.065 0.113
H 1.626 -2.508 2.096 0.026 0.005 -0.002
H 2.776 -2.165 0.801 -0.013 -0.025 -0.044
H 1.245 -4.162 0.274 -0.024 0.013 0.003
H 1.128 -2.834 -0.898 -0.033 0.000 0.010
H -0.262 -4.357 1.985 0.044 0.043 0.003
H -1.916 -3.928 1.583 0.003 0.029 -0.013
H -1.476 -4.474 -0.679 -0.009 0.010 0.054
H -0.913 -3.090 -1.628 0.019 -0.017 0.029
C 0.362 3.182 2.469 -0.008 -0.007 0.024
C -0.196 1.773 2.640 0.110 -0.019 -0.046
C 0.779 0.941 3.463 -0.027 0.063 0.088
C -1.567 1.836 3.298 0.011 -0.016 0.013
O -0.359 1.166 1.332 -0.127 0.217 -0.305
Ge 0.007 2.036 -0.380 -0.272 -0.060 0.281
O 1.419 0.821 -0.806 -0.021 -0.022 -0.044
C 2.628 1.224 -1.456 0.054 0.012 -0.006
C 3.435 -0.048 -1.694 -0.023 0.001 0.033
C 3.403 2.182 -0.556 -0.014 0.006 0.018
C 2.300 1.887 -2.790 0.004 0.001 -0.001
O -1.306 0.711 -0.843 0.452 0.045 0.080
C -2.024 0.752 -2.104 0.065 -0.061 -0.063
C -1.685 2.042 -2.850 0.027 -0.009 -0.038
C -1.583 -0.435 -2.955 -0.030 0.008 -0.013
C -3.523 0.732 -1.832 0.019 0.037 -0.030
H 0.491 3.638 3.451 0.006 -0.004 0.007
H -0.313 3.813 1.890 0.006 0.002 -0.003
H 1.339 3.163 1.978 -0.004 0.003 -0.010
H 0.913 1.412 4.439 0.016 -0.013 -0.004
H 1.749 0.890 2.967 0.003 -0.016 -0.017
H 0.400 -0.066 3.622 0.001 -0.015 -0.021
H -1.485 2.291 4.286 -0.006 0.009 0.007
H -1.982 0.836 3.415 -0.006 0.003 -0.010
H -2.243 2.443 2.693 -0.018 -0.020 -0.005
H 3.697 -0.514 -0.741 0.003 -0.004 0.000
H 4.362 0.166 -2.227 0.004 0.014 -0.007
H 2.850 -0.756 -2.284 0.006 0.002 -0.006
H 3.586 1.718 0.416 -0.004 0.001 0.003
H 2.837 3.102 -0.399 0.005 0.000 0.006
H 4.365 2.446 -0.999 0.005 0.001 -0.014
H 1.718 1.207 -3.416 -0.005 0.003 0.002
H 3.213 2.152 -3.325 0.010 -0.004 0.003
H 1.724 2.802 -2.637 -0.003 -0.005 -0.007
H -0.630 2.085 -3.136 -0.004 0.000 0.028
H -1.925 2.923 -2.252 -0.012 0.000 -0.009
H -2.276 2.086 -3.765 0.000 0.000 -0.014
H -0.492 -0.475 -2.994 0.004 -0.003 0.001
H -1.961 -0.333 -3.974 -0.007 0.000 0.004
H -1.969 -1.371 -2.557 -0.010 0.009 0.011
H -3.806 1.618 -1.260 0.000 -0.014 0.020
H -3.817 -0.155 -1.282 -0.005 -0.013 0.018
H -4.061 0.754 -2.782 -0.005 0.004 0.002
```
Positions in Å, forces in eV/Å.

Record 3
Here is a molecular structure, C18H36HgN2O2 at a distorted geometry from the OMol25 dataset. Energies are from ωB97M-V with the def2-TZVPD basis set.

## Properties
ΔE to the lowest compared entry with this formula, charge and spin = 108.53 kcal per mole
orbital gap = 1.957 eV
net charge = 0
E_HOMO = -5.754 eV

Structure (XYZ):
```
59
Properties=species:S:1:pos:R:3:forces:R:3
Hg 0.425 0.474 -2.127 0.000 0.010 -0.001
C -5.154 3.818 -1.140 0.745 -0.901 -0.363
C -3.673 3.456 -0.816 0.699 1.190 1.236
C -3.312 4.082 0.546 -1.436 0.214 2.622
C -4.011 3.416 1.782 0.461 -0.485 -1.553
C -3.513 1.992 1.777 0.303 0.049 0.013
C -3.846 1.193 0.440 0.060 -0.570 2.152
N -3.338 1.987 -0.730 -0.659 -2.109 -4.301
O -3.252 1.290 -2.052 -0.303 2.665 5.529
C -5.359 0.950 0.471 -1.359 1.180 -0.655
C -3.192 -0.204 0.644 0.485 0.533 -1.150
C -2.753 4.226 -1.747 1.734 -0.902 -1.033
H -5.219 4.741 -1.716 0.233 -0.121 -0.097
H -5.760 3.975 -0.247 -0.074 -0.464 -0.145
H -5.431 2.966 -1.761 -0.902 0.257 -0.016
H -3.707 5.088 0.685 0.272 0.458 -1.122
H -2.252 4.123 0.796 0.134 -0.176 -0.498
H -5.094 3.430 1.659 -0.092 0.064 -0.012
H -3.818 3.938 2.719 0.331 0.019 -0.092
H -3.843 1.527 2.706 -0.461 -0.817 -0.407
H -2.431 2.008 1.909 0.263 0.053 -0.287
H -5.737 0.548 1.411 0.582 -0.360 0.103
H -5.824 0.393 -0.343 0.656 -0.417 -0.166
H -5.900 1.894 0.405 0.110 0.220 0.007
H -3.434 -0.838 -0.210 0.143 -0.045 -0.011
H -3.523 -0.714 1.549 -0.374 0.402 0.016
H -2.109 -0.117 0.729 0.094 0.033 -0.195
H -2.611 3.857 -2.763 -1.162 0.029 -0.307
H -1.712 4.069 -1.464 0.131 0.118 0.750
H -2.913 5.304 -1.726 -0.357 -0.198 -0.007
C 4.827 -3.376 -1.935 0.949 -0.740 0.969
C 3.526 -3.004 -1.187 -2.717 -0.546 -1.652
C 3.099 -4.121 -0.178 1.740 0.366 0.287
C 3.814 -4.010 1.157 0.336 -0.366 0.074
C 3.602 -2.619 1.702 -0.097 0.172 -0.480
C 4.092 -1.397 0.763 1.187 -3.250 0.646
N 3.541 -1.619 -0.600 1.957 2.489 -3.689
O 3.879 -0.613 -1.609 -1.694 -3.743 4.251
C 5.685 -1.335 0.763 -0.128 0.381 -0.098
C 3.541 -0.252 1.472 -0.703 3.195 -0.449
C 2.317 -3.193 -2.214 0.057 0.641 0.018
H 5.524 -3.707 -1.165 0.445 0.360 0.167
H 5.347 -2.668 -2.580 -0.601 0.565 0.370
H 4.796 -4.290 -2.527 -0.958 -0.046 -0.131
H 3.297 -5.082 -0.652 0.312 0.021 -0.117
H 2.034 -4.187 0.045 -0.150 0.734 -0.242
H 4.884 -4.217 1.198 0.154 -0.216 -0.703
H 3.362 -4.812 1.739 0.017 0.295 0.716
H 4.055 -2.481 2.684 0.247 0.047 -0.085
H 2.529 -2.556 1.879 -0.185 0.604 -0.154
H 6.119 -0.546 0.148 -0.665 0.034 -0.637
H 6.210 -2.247 0.477 -0.422 -0.185 -0.021
H 6.103 -1.024 1.721 -0.539 -0.381 0.546
H 3.752 0.672 0.934 0.319 0.169 -0.198
H 3.991 -0.096 2.453 -0.211 -0.412 0.058
H 2.452 -0.220 1.498 -0.043 -0.512 0.358
H 2.213 -4.265 -2.377 0.485 -0.009 -0.474
H 2.386 -2.641 -3.151 0.460 -0.132 -0.010
H 1.317 -2.963 -1.847 0.190 0.534 0.668
```
Positions in Å, forces in eV/Å.

Record 4
Here is 4 unconnected molecules or ions with the total composition C18H36N2O11 at a distorted geometry from the OMol25 dataset. Energies are from ωB97M-V with the def2-TZVPD basis set.

## Properties
SMILES = COC[C@@](N)(CCOC=O)ON=O.CCOC(C)=O.CCOC(C)=O.CCOC(C)=O
orbital gap = 9.600 eV
net charge = 0
E_HOMO = -9.355 eV

Structure (XYZ):
```
67
Properties=species:S:1:pos:R:3:forces:R:3
C 4.328 -0.868 3.354 0.959 -0.609 0.172
O 3.951 0.214 2.463 -1.293 -0.145 1.720
C 2.660 0.757 2.789 -0.285 0.782 -0.510
C 1.433 0.102 1.980 0.220 0.452 1.115
N 1.246 -1.280 2.491 -0.304 0.788 -0.863
C 0.165 1.073 2.153 0.010 0.311 0.402
C -0.910 0.603 3.237 -0.250 2.064 0.434
O -1.886 -0.344 2.693 1.473 -1.657 2.415
C -1.797 -1.605 3.326 -0.055 -3.144 -4.119
O -1.872 -2.621 2.583 -0.055 3.726 3.085
O 1.677 0.008 0.529 -1.454 1.124 1.533
N 2.412 -1.102 0.225 -0.055 -2.559 -1.286
O 1.780 -1.835 -0.479 1.174 1.370 0.820
H 3.933 -0.723 4.431 0.339 -0.211 -1.736
H 3.990 -1.857 2.896 0.314 1.247 0.875
H 5.473 -0.873 3.445 -1.666 0.095 -0.310
H 2.393 0.676 3.906 0.511 -0.038 -1.436
H 2.710 1.888 2.563 -0.113 -1.755 0.109
H 1.038 -1.310 3.495 0.047 0.066 -0.744
H 0.519 -1.744 1.924 0.315 0.154 0.725
H -0.378 1.280 1.169 0.834 -0.498 1.303
H 0.577 2.087 2.524 -0.792 -1.474 -0.555
H -1.524 1.543 3.512 0.975 -1.446 -0.458
H -0.449 0.252 4.233 -0.582 0.230 -1.608
H -1.614 -1.788 4.435 -0.264 1.170 -1.126
C -6.569 -1.968 -1.194 -0.155 -0.017 0.170
C -5.307 -1.136 -1.299 -0.117 -0.281 -0.065
O -5.512 0.182 -0.765 0.242 0.484 -0.163
C -5.384 0.503 0.534 -0.236 0.352 0.351
C -5.308 -0.602 1.551 0.592 -0.288 0.213
O -5.408 1.663 0.879 0.043 -0.559 -0.500
H -6.867 -2.115 -0.153 0.092 -0.059 -0.026
H -6.423 -2.947 -1.654 0.013 0.106 -0.024
H -7.400 -1.464 -1.694 0.147 -0.044 -0.080
H -4.445 -1.620 -0.832 -0.091 0.067 0.118
H -5.053 -1.005 -2.352 -0.077 0.191 0.206
H -6.311 -0.817 1.921 0.033 0.003 -0.047
H -4.684 -0.264 2.380 -0.241 0.116 -0.063
H -4.851 -1.514 1.175 -0.186 -0.063 -0.040
C -6.079 0.757 -7.799 0.056 -0.184 -0.121
C -5.893 1.037 -6.322 0.018 0.053 -0.285
O -6.072 -0.156 -5.544 -0.271 0.039 0.486
C -5.102 -1.055 -5.298 0.094 -0.565 0.004
C -3.831 -0.992 -6.100 0.529 0.366 0.238
O -5.286 -1.944 -4.498 -0.195 0.660 -0.375
H -5.335 0.051 -8.172 0.027 0.116 0.013
H -6.000 1.680 -8.378 -0.014 -0.047 0.055
H -7.059 0.310 -7.982 0.036 0.123 0.068
H -4.932 1.509 -6.102 0.000 -0.134 -0.019
H -6.663 1.736 -5.989 0.034 -0.255 0.171
H -3.924 -1.645 -6.968 -0.004 0.040 0.036
H -3.010 -1.343 -5.472 -0.198 -0.185 -0.103
H -3.563 0.012 -6.421 -0.114 -0.043 -0.188
C 7.853 2.237 0.616 0.034 -0.177 -0.133
C 8.054 2.516 2.091 0.008 0.003 -0.293
O 7.877 1.325 2.871 -0.302 0.096 0.480
C 8.845 0.421 3.110 0.100 -0.638 0.113
C 10.109 0.475 2.299 0.538 0.369 0.219
O 8.661 -0.466 3.912 -0.209 0.692 -0.403
H 8.592 1.528 0.237 0.031 0.116 0.016
H 7.931 3.159 0.035 -0.009 -0.043 0.051
H 6.870 1.793 0.442 0.034 0.116 0.083
H 9.018 2.986 2.303 0.013 -0.134 -0.021
H 7.289 3.219 2.430 0.023 -0.255 0.162
H 10.006 -0.178 1.432 -0.004 0.045 0.033
H 10.933 0.120 2.920 -0.204 -0.184 -0.099
H 10.381 1.478 1.974 -0.115 -0.039 -0.194
```
Positions in Å, forces in eV/Å.

Number 1: electronic energy -2807.75315 hartree. Number 2: electronic energy -4704.91021 hartree. Number 3: electronic energy -1120.48716 hartree. Number 4: electronic energy -1644.42014 hartree.